1.
Below is a molecular structure, C23H21N3RuS5 in a non-equilibrium geometry, with properties calculated with ωB97M-V/def2-TZVPD.

Values from the calculation:
Calculated total energy: -3138.83546 a.u.
⟨S²⟩: 0.78
Net charge: +1
Highest occupied orbital energy (alpha / beta): -9.900 / -9.933 eV
E_LUMO (alpha / beta): -4.04 / -4.11 eV
Spin multiplicity: 2
Frontier orbital gap (alpha / beta): 5.861 / 5.819 eV

Cartesian coordinates (Å):
H (-0.1221, -2.9545, 5.5565)
C (2.5274, -0.4054, -3.0832)
H (-2.0541, -0.3569, -5.2780)
C (-0.8534, -2.1252, -1.7075)
H (0.5383, 0.5839, 4.1393)
C (-1.0502, -1.8268, -4.1636)
C (2.4567, 2.0831, -2.7678)
H (1.9792, -4.2181, 5.7682)
H (2.4629, -0.8764, -2.0986)
C (-3.1811, 1.7277, -0.0155)
H (-0.5439, 2.8052, -3.3882)
Ru (-1.1377, -0.9628, 1.0967)
H (-3.6326, 0.1461, -3.4750)
N (0.3386, 2.3610, -3.2124)
H (-1.5446, 3.8831, -0.1810)
C (-1.2779, 3.2202, 0.6294)
C (-1.8339, -0.7129, -4.2799)
S (-3.3369, -0.0095, -0.5615)
H (0.2463, 4.5011, 1.4481)
C (1.5008, 3.0301, -2.8588)
H (-4.0729, 1.8735, 0.5981)
C (-0.8694, -2.5964, -2.9840)
S (-1.1004, -1.1097, 3.6636)
H (3.4992, 2.1620, -2.5167)
H (3.7523, -3.9591, 4.0411)
C (0.4553, -1.9912, 3.7354)
H (2.0526, -1.0530, -3.8156)
H (3.3847, -2.4289, 2.1298)
C (-0.7311, 1.5221, 2.6879)
H (-0.7861, -3.6723, -3.0981)
H (-0.6954, -2.2743, -5.0844)
C (0.5488, 1.0339, -3.3656)
S (-1.0780, -3.0102, -0.2694)
H (0.7002, 2.9723, 3.3540)
C (-2.6259, -0.1746, -3.2260)
S (1.2678, -0.7341, 1.4020)
N (-1.6518, 1.1726, 1.7848)
C (0.6528, -2.8495, 4.8085)
H (-1.0742, 1.0191, 4.7204)
C (1.4367, -1.8375, 2.7560)
C (2.6263, -2.5536, 2.8913)
H (1.5529, 4.0982, -2.7491)
C (-1.9639, 2.0324, 0.8035)
S (-0.5421, -0.3639, -1.4851)
C (-2.2342, -0.0865, -1.9332)
C (-0.0282, 2.7153, 2.5986)
H (3.5734, -0.2690, -3.3479)
C (1.8378, -3.5582, 4.9245)
N (1.8564, 0.8746, -3.0762)
C (-0.2891, 3.5666, 1.5409)
C (2.8258, -3.4074, 3.9630)
C (-0.5155, 0.6218, 3.8699)
H (-3.2465, 2.3718, -0.8891)

Results of the natural (NBO) charge analysis, in e, for atoms 1 through 6: H 0.23; C -0.40; H 0.23; C -0.32; H 0.27; C -0.15

2.
Below is a single C23H21N5O5 molecule in a non-equilibrium geometry, with properties calculated with ωB97M-V/def2-TZVPD.

Values from the calculation:
Calculated total energy: -1539.09947 a.u.
SMILES: CCOC(=O)c1ccccc1NC(=O)Cn1cnc2c(cnn2-c2ccc(OC)cc2)c1=O
Highest occupied orbital energy: -8.211 eV
E_LUMO: 0.25 eV
Spin multiplicity: 1
Frontier orbital gap: 8.459 eV

Cartesian coordinates (Å):
H (-3.9558, 4.4597, 5.1152)
H (-2.7546, 0.9542, 2.2540)
N (-1.9395, -0.4464, 0.7584)
H (-4.9517, 3.1265, 5.7675)
C (0.9789, -1.8485, 2.1850)
C (-2.3382, 1.1265, 3.2327)
H (-0.5987, -3.1968, -2.4202)
H (-2.3297, -2.7375, -2.4064)
O (-1.9245, -0.8472, -4.0134)
N (0.2192, -0.7774, -3.1991)
C (-1.9975, -0.9928, -0.4046)
C (1.8746, 2.5547, -5.1407)
H (1.8630, -2.4447, 2.2840)
C (3.4558, -1.5390, -0.9927)
H (4.7145, -2.5745, -2.3993)
C (-1.2577, 1.5610, 5.7471)
N (-1.1202, -1.8919, -0.9167)
C (-1.0491, -1.2493, -3.2820)
C (-0.6450, 0.6817, 4.8856)
C (0.7804, 0.3178, -3.8602)
H (0.1415, 2.4661, -6.3982)
O (-2.9435, 3.0824, 6.2938)
H (5.3983, -2.4111, -0.7749)
H (3.4684, 2.3637, -3.7198)
C (0.0115, -2.3552, -0.2041)
C (-2.4205, 2.2383, 5.3675)
H (2.9066, -2.4245, -0.6690)
C (-1.1846, 0.4590, 3.6195)
C (4.8225, -1.9085, -1.5464)
H (0.8539, -1.2399, -2.5547)
O (2.6223, -0.9532, -2.0022)
H (2.2985, 3.4167, -5.6317)
C (-4.1124, 3.7984, 5.9733)
C (0.0914, -1.7608, 1.0933)
C (0.6678, 2.0229, -5.5664)
C (2.8448, 0.3367, -2.3103)
H (-3.8471, 2.5164, 3.7758)
C (0.1248, 0.9232, -4.9311)
H (-0.8195, 0.5229, -5.2591)
N (0.5837, -1.0636, 3.1558)
C (2.0109, 0.8469, -3.4302)
N (-0.5424, -0.4436, 2.7607)
H (3.5564, -0.8277, -0.1667)
C (-2.9524, 2.0108, 4.1017)
H (-4.3398, 4.3985, 6.8528)
H (5.3563, -1.0139, -1.8581)
C (-1.3078, -2.3763, -2.2706)
H (-2.8199, -0.7139, -1.0491)
O (3.6650, 1.0137, -1.7414)
O (0.7734, -3.1512, -0.7184)
C (2.5299, 1.9687, -4.0784)
H (0.2516, 0.1563, 5.1707)
H (-0.8556, 1.7462, 6.7301)
C (-0.8812, -0.8348, 1.5119)

Results of the natural (NBO) charge analysis, in e, for atoms 1 through 6: H 0.18; H 0.24; N -0.49; H 0.18; C 0.01; C -0.16

3.
Below is a molecular structure, C23H21N9RuS2 in a non-equilibrium geometry, with properties calculated with ωB97M-V/def2-TZVPD.

Values from the calculation:
Calculated total energy: -2272.95516 a.u.
⟨S²⟩: 0.77
Net charge: +1
Highest occupied orbital energy (alpha / beta): -9.992 / -9.954 eV
E_LUMO (alpha / beta): -3.04 / -2.99 eV
Spin multiplicity: 2
Frontier orbital gap (alpha / beta): 6.953 / 6.962 eV

Cartesian coordinates (Å):
N (-0.7237, -1.0101, -4.4781)
H (-0.5162, -1.6360, -5.2386)
H (0.5305, -3.6879, 3.2175)
C (-2.0108, 1.3059, 0.5400)
C (2.4962, -2.3521, -1.3663)
N (2.2578, 2.6400, 0.4194)
C (0.6302, -2.6320, 3.0304)
S (2.0248, 1.8095, -2.1370)
H (3.4298, 4.6251, -0.4444)
C (2.4636, 2.8936, -0.8358)
S (-3.0380, 2.6249, 1.0216)
C (-1.6217, 0.5996, -3.2951)
H (-3.0295, -3.8208, 1.0008)
C (0.9642, -1.7193, -2.7467)
C (-3.3993, -0.5123, 1.5522)
N (2.9942, 4.0896, -1.1786)
H (3.3259, 4.2068, -2.1199)
C (-0.1191, -0.9476, -3.2618)
H (0.6485, 0.3817, 4.5567)
C (-3.6525, -1.8648, 1.6612)
C (0.6988, -0.3647, 3.7801)
H (-2.2759, 0.1527, -5.3712)
N (1.0266, -0.8949, 1.4466)
N (1.7164, 1.5084, 0.7899)
H (3.2136, -4.0117, -2.6561)
C (2.5641, -3.1894, -2.4433)
C (-0.8672, 1.7456, -0.1073)
H (-1.1695, -2.9080, -0.3694)
C (-2.8513, -2.7580, 0.9593)
C (1.2673, 2.5293, 2.9992)
C (-0.8587, 3.1568, -0.2345)
H (-3.9942, 0.2169, 2.0800)
C (-1.8129, -2.2479, 0.1981)
H (0.9485, -2.8801, 0.9314)
H (1.3951, -3.1969, -4.2080)
Ru (0.4580, 0.2933, -0.5499)
H (1.1447, 3.4415, 2.4201)
C (0.5172, -1.6927, 4.0646)
H (-0.0824, 3.7140, -0.7346)
H (0.3075, -2.0234, 5.0714)
H (3.0963, -2.3495, -0.4779)
N (1.5886, -2.7862, -3.3106)
C (-1.9481, 3.7526, 0.3195)
N (-1.5528, -0.9537, 0.0961)
H (-2.2057, 1.4235, -2.9376)
C (0.9936, 0.0373, 2.4546)
H (0.4507, 2.4356, 3.7106)
H (-4.4662, -2.2165, 2.2759)
C (1.3179, 1.3565, 2.0758)
N (-0.6661, 0.0206, -2.5323)
H (-2.1779, 4.7997, 0.3704)
C (-2.3385, -0.0784, 0.7505)
C (-1.6705, -0.0265, -4.5084)
C (0.8728, -2.1719, 1.7481)
N (1.5075, -1.4439, -1.5596)
H (2.1982, 2.6162, 3.5609)

Results of the natural (NBO) charge analysis, in e, for atoms 1 through 6: N -0.48; H 0.43; H 0.23; C -0.34; C -0.06; N -0.42

4.
Below is a molecular structure, C23H21N9RuS2 in a non-equilibrium geometry, with properties calculated with ωB97M-V/def2-TZVPD.

Values from the calculation:
Calculated total energy: -2272.89689 a.u.
⟨S²⟩: 0.84
Net charge: +1
Highest occupied orbital energy (alpha / beta): -8.183 / -9.031 eV
E_LUMO (alpha / beta): -3.33 / -3.32 eV
Spin multiplicity: 2
Frontier orbital gap (alpha / beta): 4.851 / 5.706 eV

Cartesian coordinates (Å):
N (-3.1014, -3.3053, 0.8728)
H (-0.2945, -2.8030, 2.8225)
C (2.4421, -1.6977, 1.1926)
C (2.7673, 0.5809, -1.5464)
S (0.6338, -0.0692, 2.7962)
S (3.1394, -3.1862, 1.7565)
H (1.5679, -4.5869, 2.9945)
H (-2.4129, -5.3283, 0.7574)
N (2.2529, -0.2089, -0.6129)
N (-0.6039, 0.2610, -1.7641)
C (-1.1243, 2.2738, -2.9673)
C (0.2796, 3.7870, -0.7268)
N (0.3996, 1.5654, 0.3016)
H (1.2886, 3.9774, -1.0893)
C (-4.3303, 0.9823, 0.7334)
H (-1.1907, 3.3472, -2.9979)
C (-1.5191, 1.5344, -4.0457)
C (-0.0040, 2.3186, -0.7286)
H (2.9295, 2.6823, 2.9543)
H (-5.1673, -0.9564, 0.7216)
C (4.9981, 0.0386, -0.8960)
C (-3.0452, -0.7929, 0.6776)
C (4.4804, -0.7873, 0.0735)
C (-3.0164, 1.3571, 0.6913)
H (2.4867, 1.4324, 4.0348)
N (-4.3412, -0.3819, 0.7293)
H (2.0547, 1.0777, -2.1908)
C (3.0843, -0.8813, 0.2201)
C (1.0762, -1.5258, 1.6204)
C (-2.5201, -2.1197, 0.5552)
H (-0.8879, -1.5212, -2.7290)
H (-1.9000, 2.0196, -4.9306)
H (5.1184, -1.3543, 0.7360)
C (-2.2011, -4.2928, 0.5892)
H (-5.2258, 1.5661, 0.7733)
C (-1.4113, 0.1341, -3.9992)
H (-0.4173, 4.3303, -1.3542)
H (6.0666, 0.1445, -1.0096)
N (-2.2330, 0.2552, 0.6675)
H (-1.6511, -0.4729, -4.8538)
C (1.5340, 1.3902, 2.2541)
C (1.6360, -3.6382, 2.4989)
H (4.5028, 1.4146, -2.4873)
C (-0.6038, 1.6395, -1.8100)
C (-0.9715, -0.4391, -2.8270)
N (-1.2961, -2.3299, 0.0696)
H (-0.1753, -4.1138, -0.2516)
N (2.5476, 1.7578, 3.0835)
Ru (0.0071, -0.5805, 0.0231)
C (4.1275, 0.7528, -1.7232)
H (-4.0044, -3.4491, 1.2913)
C (0.6733, -2.7125, 2.3593)
H (-2.5908, 2.3396, 0.6678)
C (-1.0932, -3.6744, 0.0880)
H (0.2221, 4.1669, 0.2884)
N (1.2377, 2.0487, 1.1943)

Results of the natural (NBO) charge analysis, in e, for atoms 1 through 6: N -0.49; H 0.22; C -0.26; C 0.07; S 0.12; S 0.41

Record-wise relative energy (zero: lowest compared OMol25 entry of this formula, charge and spin) values, in kcal per mole: 61.8, 0.0, 31.0, 67.6